This record from the OMol25 dataset describes a 2-piece molecular cluster, C30H21F2NO overall at a distorted geometry. The level of theory is ωB97M-V/def2-TZVPD.

Summary:
molar mass: 449.5 g/mol
spin multiplicity: 1
F_max: 2.71 eV Å⁻¹
energy: -40420.095 eV
charge: 0

The geometry in XYZ format:
```
55
C30H21F2NO (ωB97M-V/def2-TZVPD)
F -4.011 5.020 0.764
C -4.116 3.653 0.885
C -5.387 3.091 0.996
C -5.482 1.701 1.175
C -4.338 0.918 1.243
C -3.036 1.501 1.146
C -1.879 0.689 1.324
C -0.564 1.061 1.020
C -0.181 1.911 -0.005
C 1.044 2.656 0.002
C 1.840 2.737 1.173
C 3.021 3.462 1.129
F 3.783 3.542 2.270
C 3.463 4.138 -0.008
C 2.660 4.085 -1.155
C 1.474 3.362 -1.153
C -2.947 2.907 0.940
H -6.271 3.723 0.950
H -6.467 1.239 1.273
H -4.414 -0.162 1.378
H -2.020 -0.284 1.807
H 0.228 0.551 1.581
H -0.859 2.078 -0.851
H 1.523 2.241 2.088
H 4.405 4.682 0.011
H 2.971 4.610 -2.061
H 0.864 3.296 -2.056
H -1.974 3.391 0.879
C -2.097 -3.738 -1.293
C -1.392 -3.423 -0.125
C -0.435 -2.416 -0.146
C -0.133 -1.736 -1.355
C 0.934 -0.772 -1.433
C 2.134 -0.847 -0.613
O 2.851 0.133 -0.391
C 2.525 -2.199 -0.065
C 2.346 -3.374 -0.808
C 2.708 -4.610 -0.275
C 3.327 -4.665 0.980
C 3.615 -3.480 1.671
C 3.220 -2.247 1.150
C 0.884 0.252 -2.378
N 0.779 1.076 -3.212
C -0.892 -2.029 -2.515
C -1.856 -3.031 -2.478
H -2.846 -4.533 -1.273
H -1.573 -3.964 0.807
H 0.111 -2.155 0.763
H 1.868 -3.320 -1.791
H 2.500 -5.521 -0.838
H 3.608 -5.630 1.405
H 4.149 -3.503 2.619
H 3.423 -1.312 1.679
H -0.664 -1.499 -3.446
H -2.420 -3.257 -3.385
```